Entry 1:
{
  "formula": "C4H3Cl2NO6S2",
  "method": "ωB97M-V/def2-TZVPD",
  "species": ["C", "C", "Cl", "C", "Cl", "S", "O", "O", "N", "S", "O", "O", "C", "O", "O", "H", "H", "H"],
  "coordinates": [[2.9969, -1.3216, 0.1354], [1.6643, -0.4117, 0.4999], [0.6161, -1.0952, 1.9176], [1.2353, 0.8264, -0.2012], [2.3052, 1.4188, -1.6440], [-0.2812, 1.8619, 0.1489], [-0.8140, 1.8098, 1.5969], [0.1571, 3.3610, -0.0876], [-1.4548, 1.5113, -1.0945], [-2.7533, 0.4935, -0.5226], [-3.6420, 1.1861, 0.5714], [-3.7189, 0.2974, -1.7562], [-2.2154, -1.2532, -0.0375], [-1.3892, -1.9406, -0.8659], [-2.5922, -1.9167, 1.2236], [3.5426, -1.0053, -0.8494], [2.5831, -2.4229, -0.0599], [3.7604, -1.3988, 1.0250]],
  "mulliken_charge": [-0.92, 0.35, -0.14, 0.11, -0.26, 0.87, -0.53, -0.72, -0.39, 0.97, -0.63, -0.70, 0.50, -0.60, -0.68, 0.29, 0.25, 0.24],
  "multiplicity": 1,
  "total_energy_ha": -2376.95271,
  "fmax_ev_per_a": 9.46,
  "total_charge": -2,
  "smiles": "C/C(Cl)=C(\\Cl)S(=O)(=O)N=[S@@](=O)([O-])C(=O)[O-]",
  "e_lumo_ev": 4.73,
  "gap_ev": 6.59
}



Entry 2:
{
  "formula": "C4H3Cl3S2",
  "method": "ωB97M-V/def2-TZVPD",
  "species": ["C", "C", "C", "C", "S", "S", "Cl", "Cl", "Cl", "H", "H", "H"],
  "coordinates": [[0.2205, 0.3373, 0.0889], [-0.5160, 1.4204, 0.0723], [-1.0453, -1.2921, 0.1390], [1.6403, 0.0465, -0.1186], [-2.2739, 1.4540, 0.3682], [-2.5507, -0.5649, 0.7799], [0.2227, 2.9622, -0.0836], [-1.2109, -1.5287, -1.6317], [-0.5300, -2.5699, 1.1839], [2.5277, 0.6902, 0.1262], [1.6530, -0.0664, -1.1209], [1.8625, -0.8885, 0.1963]],
  "mulliken_charge": [-0.13, 0.72, 0.13, -1.38, -0.10, -0.04, -0.20, -0.08, -0.09, 0.34, 0.45, 0.38],
  "multiplicity": 1,
  "total_energy_ha": -2331.06510,
  "fmax_ev_per_a": 4.74,
  "e_above_lowest_kcal_mol": 43.5,
  "e_lumo_ev": -0.10,
  "gap_ev": 8.37
}



Entry 3:
{
  "formula": "C4H3Cl5",
  "method": "ωB97M-V/def2-TZVPD",
  "species": ["C", "C", "C", "C", "Cl", "Cl", "Cl", "Cl", "Cl", "H", "H", "H"],
  "coordinates": [[2.8719, 0.4473, 0.1119], [4.1010, 0.0671, 0.1807], [-0.0255, -0.1266, 0.3488], [1.1859, -1.0166, 0.1389], [2.4123, 2.0129, -0.0080], [5.2968, 1.3581, -0.0145], [4.8048, -1.4575, 0.2655], [1.2486, -1.8185, -1.4352], [1.5392, -2.0836, 1.4560], [-0.9204, -0.4798, -0.2501], [-0.3413, -0.0763, 1.4522], [0.2596, 0.8840, -0.1066]],
  "mulliken_charge": [-0.02, 0.45, -1.01, 0.47, -0.18, -0.21, -0.13, -0.11, -0.10, 0.33, 0.29, 0.23],
  "multiplicity": 1,
  "total_energy_ha": -2455.06082,
  "fmax_ev_per_a": 5.08,
  "e_above_lowest_kcal_mol": 39.4,
  "e_lumo_ev": -0.37,
  "gap_ev": 9.04
}



Entry 4:
{
  "formula": "C4H3Cl5N2",
  "method": "ωB97M-V/def2-TZVPD",
  "species": ["C", "C", "C", "C", "N", "N", "Cl", "Cl", "Cl", "Cl", "Cl", "H", "H", "H"],
  "coordinates": [[0.7463, 1.6811, 0.7946], [1.2375, 0.7509, -0.1349], [-0.0526, 1.3117, 1.7832], [-1.1736, -1.6918, -0.8851], [0.6355, -0.3158, -0.5003], [-0.3286, -0.9181, -0.0735], [-1.0050, 2.5238, 2.6745], [-2.7521, -1.6916, -0.1259], [-1.3106, -1.0376, -2.4896], [1.5755, -1.2922, -1.8342], [-0.6707, -3.3512, -1.0752], [1.1139, 2.6842, 0.5660], [2.1627, 1.1058, -0.6962], [-0.1781, 0.2409, 1.9967]],
  "mulliken_charge": [-0.34, 0.16, -0.17, 0.33, 0.40, -0.64, -0.17, -0.14, -0.12, -0.12, -0.10, 0.28, 0.26, 0.37],
  "multiplicity": 1,
  "total_energy_ha": -2564.53178,
  "fmax_ev_per_a": 3.99,
  "e_above_lowest_kcal_mol": 5.9,
  "e_lumo_ev": -1.24,
  "gap_ev": 7.66
}



> Which formula does entry 4 have?

C4H3Cl5N2